Record 1
Formula: C4H10Ag4FO2
Source: the OMol25 dataset
Level of theory: ωB97M-V/def2-TZVPD

Computed properties:
HOMO level, Eh: -0.744
LUMO energy, eV: -12.67
Relative energy (zero: lowest compared OMol25 entry of this formula, charge and spin), eV: 0.000
E_tot, Ha: -995.400358

```
! wB97M-V def2-TZVPD RIJCOSX def2/J DEFGRID3
* xyz 3 1
Ag -1.829 -0.093 0.848
Ag 1.472 -2.783 2.288
Ag -0.969 -0.859 4.774
Ag 1.396 1.418 2.050
F -0.122 -0.967 2.442
C -0.427 2.915 -0.277
O 0.016 1.577 0.016
C 0.560 0.911 -1.129
C 0.717 -0.595 -1.022
O -0.612 -1.100 -1.077
C -0.671 -2.495 -0.724
H -1.153 3.334 0.417
H -0.823 2.938 -1.293
H 0.422 3.607 -0.285
H 1.508 1.419 -1.340
H 0.009 1.088 -2.060
H 1.102 -0.792 -0.002
H 1.460 -0.958 -1.730
H -0.814 -2.594 0.362
H 0.257 -2.985 -1.025
H -1.500 -2.985 -1.231
*
```

natural (NBO) population analysis, charges in e, atoms 1 to 4: 0.960, 0.991, 0.995, 0.975

---

Record 2
Formula: C12H16F5N2PtS
Source: the OMol25 dataset
Level of theory: ωB97M-V/def2-TZVPD

Computed properties:
HOMO level (spin up / spin down), Eh: -0.429 / -0.440
LUMO energy (spin up / spin down), eV: -3.21 / -5.47
E_tot, Ha: -1592.882218

```
! wB97M-V def2-TZVPD RIJCOSX def2/J DEFGRID3
* xyz 1 3
Pt -0.058 0.098 -0.973
F -2.796 -5.508 1.591
C -2.666 -4.284 1.109
C -1.675 -3.999 0.166
F -0.850 -4.952 -0.254
C -1.545 -2.708 -0.319
F -0.535 -2.420 -1.177
C -2.386 -1.664 0.086
S -2.313 -0.046 -0.557
C -3.370 -1.974 1.037
F -4.178 -1.014 1.471
C -3.502 -3.256 1.552
F -4.427 -3.506 2.467
C 1.586 2.312 -2.499
N 0.612 2.219 -1.411
C -0.562 3.026 -1.739
C 1.182 2.629 -0.120
C 2.158 1.598 0.458
N 1.522 0.284 0.644
C 0.790 0.201 1.911
C 2.490 -0.808 0.548
H 1.883 3.356 -2.647
H 1.139 1.952 -3.424
H 2.475 1.724 -2.282
H -0.291 4.080 -1.857
H -1.319 2.942 -0.960
H -0.991 2.683 -2.677
H 0.352 2.771 0.575
H 1.709 3.584 -0.215
H 2.536 1.987 1.412
H 3.005 1.470 -0.218
H 1.477 0.283 2.758
H 0.280 -0.761 1.986
H 0.048 0.995 1.984
H 3.234 -0.749 1.350
H 3.007 -0.777 -0.409
H 1.980 -1.767 0.633
*
```

natural (NBO) population analysis, charges in e, atoms 1 to 4: 0.792, -0.259, 0.303, 0.273

---

Record 3
Formula: C9H8ClN2S
Source: the OMol25 dataset
Level of theory: ωB97M-V/def2-TZVPD

Computed properties:
HOMO level, Eh: -0.436
LUMO energy, eV: -4.95
Relative energy (zero: lowest compared OMol25 entry of this formula, charge and spin), eV: 1.609
E_tot, Ha: -1315.320737

```
! wB97M-V def2-TZVPD RIJCOSX def2/J DEFGRID3
* xyz 1 1
C 3.460 -1.060 -0.594
C -1.766 -0.313 -0.729
C -1.776 1.194 1.219
C -3.170 -0.326 -0.699
C -3.138 1.092 1.321
C -1.072 0.503 0.227
C -3.844 0.278 0.379
C 1.089 1.414 0.374
C 4.731 -1.678 -0.690
N 2.396 -0.660 -0.473
N 0.271 0.490 0.066
S 1.974 2.680 0.638
Cl -5.526 0.120 0.530
H -1.143 -0.840 -1.426
H -1.076 1.905 1.738
H -3.704 -0.759 -1.524
H -3.704 1.455 2.185
H 4.694 -2.636 -0.191
H 5.257 -0.951 -0.065
H 5.061 -1.702 -1.709
H 0.986 -0.207 -0.575
*
```

natural (NBO) population analysis, charges in e, atoms 1 to 4: 0.514, -0.174, -0.204, -0.208

---

E_tot of number 3 (C9H8ClN2S)? -1315.320737 Ha

---

Which of these has the highest E_tot? C4H10Ag4FO2

---

What is the E_tot in the first record? -995.400358 Ha

---

Which of these has the highest E_tot? C4H10Ag4FO2